[1]
Below is a structure of composition C18H27BaCl2N2O4 in a non-equilibrium geometry, with properties calculated with wB97M-V/def2-TZVPD.

Each line ends with the Mulliken charge.
Positions of all 54 atoms, in Å:
O1 -2.210 2.366 -1.593  -0.44
C1 -1.733 2.853 -2.605  -0.20
C2 -2.255 2.571 -3.988  0.62
C3 -3.145 1.501 -4.173  -0.29
H1 -3.414 0.874 -3.322  0.39
C4 -3.677 1.238 -5.437  -0.48
H2 -4.365 0.402 -5.571  0.36
C5 -3.321 2.044 -6.529  -0.34
H3 -3.733 1.839 -7.518  0.34
C6 -2.427 3.110 -6.349  -0.48
H4 -2.142 3.735 -7.200  0.35
C7 -1.899 3.369 -5.082  -0.43
H5 -1.197 4.189 -4.921  0.34
H6 -0.870 3.558 -2.543  0.27
C8 2.899 -1.358 -1.492  -1.46
C9 3.169 -1.699 -0.095  0.77
H7 3.765 -1.523 -2.161  0.32
H8 2.578 -0.300 -1.619  0.37
H9 2.059 -1.955 -1.905  0.36
C10 4.119 -1.996 0.741  -0.75
C11 5.552 -2.331 0.364  -1.20
H10 3.988 -2.030 1.834  0.07
H11 5.728 -2.250 -0.716  0.30
H12 5.814 -3.343 0.685  0.25
H13 6.248 -1.665 0.886  0.26
Ba1 0.488 -1.153 0.603  1.29
Cl1 -0.902 -3.557 -0.498  -0.80
Cl2 0.601 1.641 -0.285  -0.81
H14 -4.166 -0.578 0.601  0.35
H15 -4.852 -2.940 1.102  0.29
C12 -3.104 -0.868 0.643  -1.09
C13 -3.786 -3.217 1.148  -0.88
N1 -2.974 -2.050 1.492  0.34
H16 -2.510 -0.039 1.053  0.34
C14 -2.170 -2.064 2.570  0.14
O2 -1.252 -1.234 2.766  -0.69
H17 -3.622 -3.972 1.929  0.27
H18 -2.371 -2.916 3.249  0.30
H19 -2.765 -1.093 -0.382  0.36
H20 -3.461 -3.628 0.179  0.29
H21 2.963 1.471 5.630  0.30
H22 0.965 3.021 5.311  0.30
C15 3.122 1.493 4.546  -0.90
C16 1.176 3.011 4.226  -0.87
N2 1.852 1.760 3.887  0.20
H23 3.571 0.560 4.193  0.24
C17 1.336 0.904 3.011  0.61
O3 1.808 -0.233 2.770  -0.78
H24 0.251 3.038 3.626  0.23
H25 0.451 1.279 2.470  0.00
H26 3.792 2.341 4.365  0.30
H27 1.846 3.855 3.986  0.31
O4 2.298 -4.340 3.485  -0.23
C18 1.882 -3.693 2.636  0.30

Values from the calculation:
Frontier orbital gap, eV: 4.311
Total charge: -1

***

[2]
Below is a structure of composition C18H27BiIN5O in a non-equilibrium geometry, with properties calculated with wB97M-V/def2-TZVPD.

Each line ends with the Mulliken charge.
Positions of all 53 atoms, in Å:
C1 1.418 -0.906 -2.739  -2.43
I1 -1.082 -2.075 -2.600  -0.40
H1 2.275 -0.670 -3.383  0.43
H2 0.618 -0.268 -3.091  0.30
H3 1.333 -1.990 -2.798  0.58
C2 -0.322 -3.093 3.271  -0.59
C3 0.619 -3.734 2.552  -0.53
N1 0.876 -2.949 1.429  0.59
C4 0.150 -1.786 1.466  -1.60
N2 -0.613 -1.916 2.590  1.04
H4 -0.766 -3.373 4.211  0.46
H5 1.121 -4.664 2.755  0.37
C5 -1.997 3.616 -1.834  -0.66
C6 -0.615 1.998 -1.036  -1.53
N3 -1.908 2.420 -1.121  1.20
H6 -0.404 4.694 -2.902  0.39
N4 0.076 2.876 -1.823  0.59
H7 -2.920 4.140 -1.997  0.34
Bi1 0.232 0.253 0.312  1.24
C7 1.840 -0.413 -1.306  0.64
O1 3.007 -0.384 -0.940  -0.63
C8 -0.760 3.891 -2.285  -0.47
C9 1.483 2.807 -2.163  -0.83
H8 1.790 3.791 -2.532  0.33
H9 1.689 2.066 -2.955  0.25
H10 2.085 2.552 -1.275  0.24
C10 -3.047 1.801 -0.468  -1.18
H11 -3.957 2.153 -0.962  0.41
H12 -3.090 2.099 0.595  0.21
H13 -3.014 0.698 -0.531  0.20
C11 -1.633 -0.986 3.029  -0.90
H14 -2.561 -1.530 3.258  0.60
H15 -1.835 -0.249 2.230  -0.31
H16 -1.308 -0.455 3.937  0.25
C12 1.800 -3.368 0.399  -0.72
H17 1.322 -3.319 -0.595  0.13
H18 2.103 -4.398 0.613  0.31
H19 2.710 -2.747 0.412  0.25
C13 -0.795 2.916 2.462  -0.90
C14 0.466 2.291 2.883  0.47
C15 1.239 2.583 4.011  -0.93
C16 2.333 1.716 4.010  -0.74
C17 2.236 0.904 2.874  0.37
C18 3.131 -0.183 2.466  -0.95
N5 1.101 1.285 2.181  0.39
H20 -1.632 2.203 2.586  0.05
H21 -0.707 3.322 1.441  0.15
H22 -1.039 3.774 3.107  0.30
H23 1.037 3.337 4.750  0.42
H24 3.115 1.695 4.744  0.44
H25 4.184 0.076 2.676  0.42
H26 2.949 -1.081 3.084  0.16
H27 3.020 -0.384 1.388  -0.19

Values from the calculation:
Frontier orbital gap (alpha / beta), eV: 2.372 / 2.379
ΔE to the lowest compared entry with this formula, charge and spin, eV: 1.215
Total charge: -2

***

[3]
Below is a structure of composition C18H27CeN2O6P2 in a non-equilibrium geometry, with properties calculated with wB97M-V/def2-TZVPD.

Each line ends with the Mulliken charge.
Positions of all 56 atoms, in Å:
Ce1 0.926 -0.898 -0.118  1.41
P1 -3.022 -0.321 -1.267  0.55
C1 -1.992 -0.275 -2.788  -1.10
C2 -0.797 0.667 -2.872  0.79
N1 0.223 0.519 -1.966  -0.04
C3 1.350 1.265 -2.124  0.50
C4 1.500 2.165 -3.172  -0.50
C5 0.480 2.299 -4.100  -0.74
C6 -0.684 1.560 -3.926  -0.63
C7 2.480 1.067 -1.111  -1.45
P2 3.420 -0.584 -1.199  0.73
H1 -1.516 1.630 -4.633  0.45
H2 2.434 2.727 -3.241  0.51
H3 0.588 2.971 -4.947  0.49
H4 3.301 1.772 -1.307  0.77
H5 2.137 1.322 -0.069  0.35
H6 -1.688 -1.259 -3.005  0.52
H7 -2.695 0.013 -3.588  0.42
H8 -2.340 -5.490 -4.920  0.31
O1 -1.481 -5.820 -5.069  -0.60
H9 -0.963 -5.040 -5.337  0.29
H10 -3.957 -1.351 -1.103  0.11
O2 -2.138 -1.613 -0.438  -0.62
H11 -2.257 -2.497 -0.816  0.34
C8 3.659 -0.806 -2.995  -1.07
H12 4.700 -0.582 -3.260  0.38
H13 3.462 -1.861 -3.226  0.41
H14 2.985 -0.184 -3.595  0.32
C9 5.106 -0.156 -0.673  -1.08
H15 5.408 -0.878 0.097  0.41
H16 5.809 -0.237 -1.513  0.40
H17 5.156 0.854 -0.248  0.39
C10 -2.513 0.838 0.021  -0.89
H18 -3.170 1.720 0.031  0.49
H19 -2.561 0.368 1.013  0.25
H20 -1.493 1.228 -0.143  0.23
C11 -4.554 0.650 -1.763  -1.45
H21 -5.342 0.442 -1.028  0.45
H22 -4.327 1.723 -1.769  0.45
H23 -4.907 0.330 -2.747  0.45
O3 -0.176 2.113 2.208  -0.51
C12 0.194 1.007 2.581  0.70
O4 0.649 0.051 1.742  -0.32
C13 0.146 0.580 4.014  0.44
C14 0.816 -0.572 4.461  -0.28
C15 0.681 -1.006 5.772  -0.60
C16 -0.150 -0.292 6.657  -0.08
C17 -0.782 0.899 6.239  -0.48
C18 -0.633 1.325 4.922  -0.56
N2 -0.442 -0.848 7.935  0.91
O5 0.083 -1.943 8.245  -0.53
O6 -1.221 -0.233 8.698  -0.52
H24 1.438 -1.144 3.774  0.32
H25 1.190 -1.900 6.122  0.50
H26 -1.395 1.447 6.951  0.52
H27 -1.127 2.236 4.591  0.48

Values from the calculation:
Frontier orbital gap (alpha / beta), eV: 2.752 / 2.720
ΔE to the lowest compared entry with this formula, charge and spin, eV: 1.659
Total charge: +3

***

In eV, the DFT total energy values for the records above are, in order, -56015.7366; -42535.4473; -65842.0366.